Record 1
Here is a 2-piece molecular cluster, C6H12N2 overall from the OMol25 dataset. Energies are from ωB97M-V with the def2-TZVPD basis set.

Energy relative to the best compared isomer or geometry (same formula, charge and spin) in kcal per mole: 71.2
Highest occupied orbital energy in eV: -8.58
Frontier orbital gap in eV: 8.690
DFT total energy in eV: -9393.7641

Geometry (Å):
C1 -1.345 -0.220 -0.196
C2 -1.359 -0.895 1.057
C3 -1.215 -1.030 -1.479
H1 -2.043 0.615 -0.278
H2 -0.279 0.455 -0.169
H3 -1.985 -0.521 1.859
H4 0.016 -0.480 1.577
H5 -1.170 -1.964 1.079
H6 -0.462 -1.814 -1.372
H7 -0.932 -0.403 -2.326
H8 -2.164 -1.515 -1.721
C4 1.978 0.148 -0.563
C5 1.058 0.841 0.420
N1 0.917 0.267 1.648
C6 0.936 2.267 0.309
N2 0.825 3.414 0.215
H9 0.590 0.938 2.339
H10 1.793 -0.926 -0.532
H11 1.822 0.506 -1.581
H12 3.021 0.317 -0.286

Here are the Löwdin charges for atoms 1 to 8, given in e: -0.323, -0.078, -0.096, 0.123, 0.090, 0.071, 0.060, 0.078

=====

Record 2
Here is a 3-piece molecular cluster, C6H12N2 overall from the OMol25 dataset. Energies are from ωB97M-V with the def2-TZVPD basis set.

Energy relative to the best compared isomer or geometry (same formula, charge and spin) in kcal per mole: 172.8
Highest occupied orbital energy (spin up / spin down) in eV: -5.72 / -6.73
Frontier orbital gap (spin up / spin down) in eV: 6.424 / 7.628
DFT total energy in eV: -9389.3560

Geometry (Å):
C1 -2.353 -1.381 0.271
C2 -0.482 0.900 -1.151
C3 2.128 0.266 0.291
C4 -0.166 -0.139 -0.187
N1 2.284 1.604 0.601
N2 -3.273 -0.398 0.599
C5 -0.126 -0.960 0.718
C6 2.999 -0.454 -0.421
H1 3.179 2.036 0.359
H2 1.956 1.875 1.517
H3 -3.227 -0.033 1.539
H4 -3.568 0.257 -0.109
H5 -2.294 -2.190 0.989
H6 -2.370 -1.714 -0.759
H7 0.209 -1.694 1.414
H8 0.069 1.802 -0.871
H9 -0.171 0.617 -2.159
H10 -1.549 1.134 -1.185
H11 3.977 -0.060 -0.722
H12 2.778 -1.468 -0.735

Here are the Löwdin charges for atoms 1 to 8, given in e: -0.182, -0.079, -0.306, -0.208, 0.005, -0.021, 0.074, -0.072

=====

Record 3
Here is one molecule with the formula C6H12N2 from the OMol25 dataset. Energies are from ωB97M-V with the def2-TZVPD basis set.

Energy relative to the best compared isomer or geometry (same formula, charge and spin) in kcal per mole: 18.9
Highest occupied orbital energy in eV: -7.92
Frontier orbital gap in eV: 8.830
DFT total energy in eV: -9396.0301

Geometry (Å):
C1 0.466 -1.957 0.266
C2 0.737 -0.477 0.194
C3 1.776 -0.009 1.176
C4 0.120 0.350 -0.701
C5 0.581 1.761 -0.975
N1 -0.862 -0.128 -1.547
C6 -2.001 -0.036 -0.931
N2 -2.382 0.134 0.380
H1 1.406 -2.509 0.152
H2 0.030 -2.219 1.235
H3 -0.214 -2.311 -0.512
H4 1.605 -0.459 2.160
H5 1.777 1.074 1.319
H6 2.771 -0.313 0.835
H7 0.283 2.082 -1.979
H8 1.670 1.854 -0.927
H9 0.139 2.455 -0.253
H10 -2.894 -0.196 -1.562
H11 -3.284 0.562 0.550
H12 -1.723 0.341 1.120

Here are the Löwdin charges for atoms 1 to 8, given in e: -0.069, -0.318, -0.075, -0.385, -0.042, 0.074, -0.270, 0.103

=====

Record 4
Here is a 2-piece molecular cluster, C6H12N2 overall from the OMol25 dataset. Energies are from ωB97M-V with the def2-TZVPD basis set.

Net charge: +1
Expectation value of S²: 0.7609
Energy relative to the best compared isomer or geometry (same formula, charge and spin) in kcal per mole: 7.5
Highest occupied orbital energy (spin up / spin down) in eV: -14.81 / -14.82
Frontier orbital gap (spin up / spin down) in eV: 10.830 / 7.060
Multiplicity: 2
DFT total energy in eV: -9388.3597

Geometry (Å):
C1 1.710 1.840 -1.580
C2 1.634 1.535 -0.088
H1 0.880 1.411 -2.131
H2 1.696 2.906 -1.819
H3 2.660 1.520 -1.982
H4 1.759 2.433 0.521
H5 2.407 0.827 0.219
H6 0.708 1.074 0.264
C3 -2.368 -0.442 1.813
C4 -1.362 -1.143 -0.490
C5 -1.280 -0.867 0.925
C6 0.515 -1.820 0.371
N1 -0.265 -1.820 -0.784
N2 -0.076 -1.246 1.381
H7 -2.163 -0.976 -1.196
H8 0.034 -1.986 -1.740
H9 -3.202 -1.113 1.637
H10 -2.750 0.549 1.541
H11 1.468 -2.331 0.303
H12 -2.006 -0.351 2.834

Here are the Löwdin charges for atoms 1 to 8, given in e: -0.155, -0.163, 0.048, 0.071, 0.063, 0.075, 0.064, 0.025

=====

Record 5
Here is a 2-piece molecular cluster, C6H12N2O overall from the OMol25 dataset. Energies are from ωB97M-V with the def2-TZVPD basis set.

Energy relative to the best compared isomer or geometry (same formula, charge and spin) in kcal per mole: 127.1
Highest occupied orbital energy (spin up / spin down) in eV: -6.47 / -6.18
Frontier orbital gap (spin up / spin down) in eV: 6.908 / 6.580
DFT total energy in eV: -11439.1606

Geometry (Å):
C1 2.411 0.248 -0.695
N1 1.318 0.831 -0.277
C2 -0.016 0.731 -1.317
C3 -0.955 1.907 -1.218
O1 -0.003 -0.041 -2.250
H1 2.680 0.185 -1.750
H2 2.992 -0.469 -0.106
H3 -1.290 2.061 -0.190
H4 -1.828 1.755 -1.858
H5 -0.418 2.808 -1.524
C4 -1.666 -0.268 1.480
C5 -0.483 -0.723 1.025
C6 -0.312 -2.038 0.329
N2 0.715 -0.019 1.358
H6 -1.750 0.673 2.010
H7 -2.589 -0.754 1.190
H8 0.553 -2.060 -0.338
H9 -1.174 -2.231 -0.312
H10 -0.223 -2.855 1.054
H11 0.532 0.883 1.796
H12 1.508 -0.626 1.592

Here are the Löwdin charges for atoms 1 to 8, given in e: -0.110, -0.032, -0.370, -0.022, 0.078, 0.052, 0.055, 0.063

=====

Record 6
Here is a 2-piece molecular cluster, C6H12N2O overall from the OMol25 dataset. Energies are from ωB97M-V with the def2-TZVPD basis set.

Energy relative to the best compared isomer or geometry (same formula, charge and spin) in kcal per mole: 60.9
Highest occupied orbital energy in eV: -8.49
Frontier orbital gap in eV: 9.334
DFT total energy in eV: -11442.0286

Geometry (Å):
C1 1.194 -0.815 -2.279
C2 1.249 0.080 -1.052
C3 -0.041 0.694 -0.780
C4 -1.195 -0.035 -0.420
N1 -2.106 0.899 -0.113
C5 -1.611 2.170 -0.350
N2 -0.357 2.037 -0.951
H1 0.225 -1.476 -2.208
H2 2.000 -1.355 -2.405
H3 0.766 -0.228 -3.104
H4 1.692 -0.330 -0.056
H5 1.933 0.909 -1.421
H6 -1.278 -1.012 -0.217
H7 -2.991 0.737 0.285
H8 -2.173 3.088 -0.149
C6 0.690 -1.162 2.645
O1 -0.420 -0.252 2.529
H9 0.203 -2.107 2.486
H10 1.725 -1.009 2.136
H11 0.917 -1.106 3.657
H12 -0.425 0.272 1.766

Here are the Löwdin charges for atoms 1 to 8, given in e: -0.092, -0.224, -0.358, -0.086, 0.031, -0.126, 0.101, 0.105

=====

Record 7
Here is a 2-piece molecular cluster, C6H12N2O overall from the OMol25 dataset. Energies are from ωB97M-V with the def2-TZVPD basis set.

Energy relative to the best compared isomer or geometry (same formula, charge and spin) in kcal per mole: 226.5
Highest occupied orbital energy in eV: -9.34
Frontier orbital gap in eV: 8.779
DFT total energy in eV: -11434.8499

Geometry (Å):
C1 -1.331 1.203 0.976
C2 -0.886 0.658 -0.453
C3 0.750 0.971 -0.815
C4 1.854 0.393 0.121
C5 1.737 -1.303 -0.059
C6 0.176 -1.526 0.318
H1 -2.031 0.259 1.614
H2 -0.220 1.366 1.517
H3 -2.235 2.348 0.447
H4 -1.367 1.233 -1.239
H5 0.562 0.452 -1.848
H6 0.787 2.120 -0.909
H7 2.641 0.898 -0.453
H8 1.912 0.671 1.256
H9 2.491 -1.761 0.347
H10 1.868 -1.560 -1.126
H11 -0.240 -2.578 -0.100
H12 -0.126 -1.503 1.369
N1 -0.939 -0.765 -0.484
N2 -2.318 -1.242 0.035
O1 -3.086 -0.335 -0.514

Here are the Löwdin charges for atoms 1 to 8, given in e: -0.087, -0.476, -0.171, -0.168, -0.086, -0.131, 0.126, 0.085

=====

Record 8
Here is a 2-piece molecular cluster, C6H12N2O overall from the OMol25 dataset. Energies are from ωB97M-V with the def2-TZVPD basis set.

Energy relative to the best compared isomer or geometry (same formula, charge and spin) in kcal per mole: 105.5
Highest occupied orbital energy in eV: -7.26
Frontier orbital gap in eV: 8.168
DFT total energy in eV: -11440.0950

Geometry (Å):
C1 3.068 1.449 1.004
N1 2.578 0.471 0.052
C2 1.598 -0.505 0.343
C3 1.002 -1.405 -0.469
N2 0.210 -1.822 -1.310
H1 4.173 1.282 1.087
H2 2.893 2.560 0.829
H3 2.653 1.272 2.006
H4 2.649 0.743 -0.893
H5 1.404 -0.424 1.399
H6 0.392 -2.750 -1.616
C4 -1.686 1.049 0.610
C5 -1.802 -0.228 0.718
O1 -2.593 -1.096 -0.021
C6 -2.952 -0.743 -1.347
H7 -2.119 1.654 -0.209
H8 -0.992 1.525 1.344
H9 -1.257 -0.825 1.482
H10 -3.488 -1.650 -1.580
H11 -2.120 -0.707 -2.163
H12 -3.613 0.150 -1.267

Here are the Löwdin charges for atoms 1 to 8, given in e: -0.131, -0.110, -0.154, -0.168, 0.137, 0.080, 0.092, 0.070